# 1
C23H35N3O5S | wB97M-V/def2-TZVPD

The highest occupied orbital energy comes out at -8.95 eV. As for the energy: -49963.44070 eV. Its multiplicity is 1. As for the SMILES: Cc1ccc(S(=O)(=O)N2CCC(C(=O)N[C@H](C(=O)NC[C@@H]3CCCO3)C(C)C)CC2)cc1. Its energy above the lowest of the compared OMol25 structures with the same formula, charge and spin is 38.99 kJ/mol. As for the max |F|: 1.1 eV Å⁻¹.

Each line ends with the Mulliken charge.
Cartesian coordinates (Å):
C1 1.6596 5.6228 -2.6370  -1.49
C2 2.0873 4.3773 -1.9239  1.06
C3 1.1556 3.5749 -1.2744  -0.95
C4 1.5491 2.4347 -0.5942  0.10
C5 2.8893 2.1006 -0.5701  -0.13
C6 3.8352 2.8809 -1.2075  -0.71
C7 3.4320 4.0179 -1.8825  -0.75
H1 4.1638 4.6350 -2.3828  0.40
H2 4.8710 2.5868 -1.1538  0.47
S1 3.4569 0.6334 0.2660  1.25
O1 2.4507 0.1934 1.2084  -0.66
O2 4.7701 0.8536 0.7963  -0.76
N1 3.6106 -0.4428 -1.0094  0.12
C8 2.3516 -0.6996 -1.7032  0.04
C9 2.1681 -2.1781 -2.0278  -1.54
H3 1.1768 -2.3225 -2.4608  0.54
H4 2.9035 -2.4779 -2.7769  0.37
C10 2.3154 -3.0745 -0.7839  0.57
C11 3.5366 -2.6661 0.0609  -0.53
C12 4.3843 -1.6201 -0.6652  -1.13
H5 4.8188 -2.0309 -1.5808  0.37
H6 5.1945 -1.2703 -0.0240  0.59
H7 3.2240 -2.2440 1.0164  0.10
H8 4.1535 -3.5402 0.2748  0.41
C13 0.9733 -3.0770 -0.0486  0.10
O3 0.1677 -3.9706 -0.2473  -0.75
N2 0.7267 -2.0452 0.7756  0.77
H9 1.3656 -1.2622 0.8742  -0.18
C14 -0.5901 -1.8466 1.3290  -0.53
C15 -1.2573 -0.6729 0.6081  -0.10
O4 -0.6576 0.0601 -0.1568  -0.75
N3 -2.5590 -0.5062 0.9124  -0.04
H10 -3.0495 -1.2051 1.4489  0.36
C16 -3.4032 0.4571 0.2494  -1.21
H11 -2.7797 1.0076 -0.4579  0.44
C17 -4.5479 -0.2632 -0.4813  0.58
H12 -4.1119 -0.9464 -1.2212  0.30
C18 -5.5459 0.7160 -1.1131  -0.79
H13 -5.9598 0.2925 -2.0283  0.34
H14 -5.0826 1.6719 -1.3452  0.33
C19 -6.6306 0.8195 -0.0422  -0.56
H15 -6.3462 1.5432 0.7221  0.24
C20 -6.6183 -0.5946 0.5328  -0.52
H16 -7.2529 -1.2617 -0.0675  0.28
O5 -5.2754 -1.0397 0.4662  -0.48
H17 -6.9415 -0.6455 1.5749  0.30
H18 -7.6025 1.0936 -0.4445  0.40
H19 -3.8203 1.1481 0.9902  0.24
H20 -1.1532 -2.7617 1.1013  0.78
C21 -0.5580 -1.6310 2.8583  0.44
C22 0.2863 -2.7208 3.5147  -1.56
H21 -0.0366 -3.7062 3.1867  0.37
H22 0.1954 -2.6663 4.5971  0.49
H23 1.3327 -2.5952 3.2504  0.20
C23 -0.0337 -0.2435 3.2224  -1.27
H24 0.0441 -0.1477 4.3031  0.52
H25 0.9476 -0.0718 2.7885  0.06
H26 -0.7064 0.5301 2.8576  0.29
H27 -1.5880 -1.7230 3.2236  0.49
H28 2.4408 -4.1021 -1.1404  0.57
H29 2.3555 -0.1159 -2.6325  0.32
H30 1.5137 -0.3490 -1.0946  0.01
H31 0.8285 1.8044 -0.0975  0.33
H32 0.1098 3.8426 -1.3019  0.41
H33 1.7692 6.4825 -1.9755  0.30
H34 0.6175 5.5604 -2.9395  0.36
H35 2.2755 5.7976 -3.5160  0.38

# 2
C23H36AsFN4O3Tc | wB97M-V/def2-TZVPD

The highest occupied orbital energy (spin up / spin down) comes out at -11.62 / -13.78 eV. Its expectation value of S² is 3.81. As for the energy: -102278.94820 eV. Its multiplicity is 4. Its energy above the lowest of the compared OMol25 structures with the same formula, charge and spin is 0.00 kJ/mol. As for the net charge: +2. As for the max |F|: 1.0 eV Å⁻¹.

Each line ends with the Mulliken charge.
Cartesian coordinates (Å):
Tc1 0.0681 -3.3739 -0.5376  0.87
C1 4.4232 2.7811 0.7914  -0.99
C2 3.9892 2.5005 -0.6383  -0.99
N1 2.8776 1.5315 -0.7016  0.19
C3 3.1721 0.2432 -0.9073  -0.06
C4 2.2472 -0.7693 -0.9257  -0.50
C5 2.7870 -2.1517 -1.2139  0.43
O1 3.9384 -2.2658 -1.5502  -0.64
O2 1.9660 -3.1563 -1.0547  -0.70
C6 0.8854 -0.4571 -0.7173  2.00
O3 -0.0453 -1.3269 -0.7344  -1.25
C7 0.5537 0.9324 -0.4940  0.66
C8 -0.7693 1.3268 -0.2926  -0.68
C9 -1.0746 2.6466 -0.0979  0.55
F1 -2.3711 2.9888 0.0353  -0.34
C10 -0.0922 3.6430 -0.0581  -1.55
C11 1.2245 3.2491 -0.2482  -0.79
C12 1.5621 1.9164 -0.4858  0.21
N2 -0.3643 5.0134 0.1714  0.26
C13 -1.5577 5.3989 0.9085  -0.62
C14 -1.3595 6.7848 1.4945  -0.97
N3 -1.0755 7.7555 0.3773  -0.15
C15 0.1277 7.3254 -0.4192  -0.71
C16 -0.1063 5.9201 -0.9390  -0.55
H1 5.2513 3.4886 0.7907  0.38
H2 4.7615 1.8650 1.2748  0.35
H3 3.6114 3.1999 1.3868  0.32
H4 4.8068 2.0700 -1.2119  0.48
H5 3.6860 3.4063 -1.1603  0.42
H6 4.2120 -0.0023 -1.0823  0.57
H7 -1.5618 0.5922 -0.3134  0.49
H8 1.9914 4.0048 -0.1675  0.68
H9 -1.7263 4.7121 1.7350  0.49
H10 -2.4610 5.3900 0.2830  0.44
H11 -0.5011 6.8156 2.1629  0.37
H12 -2.2481 7.1282 2.0203  0.44
H13 -0.9405 8.6978 0.7477  0.35
H14 -1.8894 7.7962 -0.2423  0.40
H15 0.9770 7.3559 0.2609  0.37
H16 0.2753 8.0395 -1.2268  0.40
H17 0.7786 5.6061 -1.4880  0.46
H18 -0.9459 5.9245 -1.6528  0.23
C17 -3.2120 -2.1963 -2.0483  -0.92
As1 -2.4454 -3.3935 -0.7424  0.86
C18 -3.3147 -5.0654 -1.1336  -0.98
C19 -3.2960 -2.8353 0.9039  -1.05
H19 -4.2963 -2.2170 -1.9493  0.41
H20 -2.9333 -2.5221 -3.0488  0.36
H21 -2.8458 -1.1837 -1.8926  0.18
H22 -4.3912 -4.9075 -1.1729  0.42
H23 -3.0744 -5.7875 -0.3562  0.25
H24 -2.9635 -5.4471 -2.0903  0.36
H25 -4.3772 -2.8211 0.7758  0.43
H26 -2.9452 -1.8414 1.1773  0.31
H27 -3.0294 -3.5323 1.6966  0.30
C20 -0.5901 -6.0287 2.2137  -1.45
C21 0.2249 -6.1681 0.9258  1.38
C22 -0.2339 -7.3854 0.1205  -1.38
C23 1.7230 -6.2695 1.2448  -1.64
N4 0.0711 -4.9678 0.1433  -0.53
H28 -0.4008 -6.8857 2.8592  0.45
H29 -1.6597 -5.9982 1.9948  0.28
H30 -0.3117 -5.1203 2.7493  0.36
H31 -0.1203 -8.2906 0.7176  0.41
H32 0.3606 -7.4908 -0.7864  0.37
H33 -1.2834 -7.2909 -0.1611  0.25
H34 1.8946 -7.1630 1.8447  0.43
H35 2.0573 -5.3966 1.8055  0.37
H36 2.3092 -6.3411 0.3295  0.41

# 3
C23H36BCl2IN3O6PS | wB97M-V/def2-TZVPD

The highest occupied orbital energy comes out at -8.46 eV. As for the energy: -95131.17433 eV. Its multiplicity is 1. As for the SMILES: COB(O)[C@@H](O[C@@H](CCCS)CP(=O)(O)O)[C@](CCCI)(Nc1ccccn1)c1ccccn1.ClCCCl. As for the max |F|: 6.5 eV Å⁻¹.

Each line ends with the Mulliken charge.
Cartesian coordinates (Å):
C1 4.8508 0.2077 -0.5451  -0.58
O1 4.0590 -1.0151 -0.3794  -0.61
B1 2.7787 -0.6703 0.2502  1.27
O2 2.7557 -0.6934 1.6847  -0.54
C2 1.5359 -0.3548 -0.7539  0.09
O3 0.4680 -1.3171 -0.7686  0.02
C3 0.8511 -2.6272 -1.1971  0.23
C4 -0.4198 -3.6281 -1.4573  -1.18
C5 -1.7470 -2.8985 -1.9570  -0.17
C6 -3.0815 -3.3853 -1.1527  -0.72
S1 -2.9118 -3.3135 0.6939  -0.21
C7 1.7437 -2.7087 -2.5307  -0.80
P1 0.8520 -2.2973 -4.1339  1.05
O4 0.0908 -3.5127 -4.7280  -0.74
O5 1.9816 -1.8426 -5.3659  -0.55
O6 -0.2605 -1.0186 -4.0292  -0.51
C8 0.8418 1.0851 -0.3478  1.75
C9 0.3570 1.7238 -1.7374  -1.33
C10 1.5016 2.4197 -2.6174  -0.85
C11 1.3983 1.7585 -4.1076  -0.47
I1 2.9894 2.6613 -5.2938  -0.02
N1 1.8188 1.8867 0.4266  -0.18
C12 1.2027 3.1374 0.9924  -0.09
C13 0.7978 3.0489 2.4495  -0.09
C14 0.1656 4.2707 3.1403  -0.60
C15 0.0915 5.4704 2.1746  -0.33
C16 0.6050 5.3233 0.7565  -0.32
N2 1.1534 4.2098 0.0625  -0.30
C17 -0.4486 0.6564 0.5462  -0.51
C18 -1.9058 0.7940 0.0791  -0.43
C19 -3.1728 0.4172 0.9089  -0.83
C20 -2.7900 -0.1743 2.3176  0.02
C21 -1.2813 -0.2767 2.5966  -0.28
N3 -0.1612 0.1041 1.8232  -0.02
H1 4.5605 1.0193 0.2293  0.22
H2 4.5508 0.6445 -1.5675  0.14
H3 5.9542 -0.0582 -0.4688  0.28
H4 2.3556 -1.5177 2.0393  0.27
H5 2.0057 -0.1337 -1.7928  -0.82
H6 1.4583 -3.1903 -0.3827  0.15
H7 -0.0821 -4.3543 -2.2919  0.41
H8 -0.5431 -4.2799 -0.5228  0.61
H9 -1.9300 -3.2537 -3.0434  0.36
H10 -1.7104 -1.7627 -2.0054  -0.01
H11 -3.9594 -2.7738 -1.5464  0.39
H12 -3.2617 -4.4963 -1.4186  0.37
H13 -1.6307 -2.7775 0.9170  0.06
H14 2.7019 -2.0713 -2.5028  0.38
H15 2.1105 -3.7997 -2.6371  0.57
H16 2.8951 -1.9314 -5.0149  0.33
H17 -0.3354 -0.5577 -4.9047  0.34
H18 -0.2223 0.9147 -2.3014  0.38
H19 -0.4200 2.5436 -1.4858  0.56
H20 2.5724 2.2248 -2.2617  0.34
H21 1.2719 3.5382 -2.7538  0.34
H22 1.6896 0.6542 -3.9592  0.09
H23 0.3499 1.8815 -4.5502  0.37
H24 2.5992 2.2463 -0.1401  0.51
H25 0.9562 2.0837 3.0345  0.36
H26 -0.1698 4.3197 4.2229  0.35
H27 -0.3456 6.4623 2.5280  0.30
H28 0.5471 6.2797 0.1114  0.30
H29 -2.1275 1.2093 -0.9702  0.23
H30 -4.2398 0.5259 0.5389  0.36
H31 -3.6066 -0.5061 3.0514  0.22
H32 -1.0208 -0.7506 3.6279  0.01
Cl1 -2.3949 -2.0394 5.3153  -0.16
C22 -3.0103 -0.5368 6.0485  -0.46
C23 -4.3475 -0.7399 6.7313  -0.46
Cl2 -5.6551 -1.0598 5.5640  -0.18
H33 -3.0697 0.2220 5.2657  0.27
H34 -2.2660 -0.2141 6.7792  0.43
H35 -4.6253 0.1638 7.2774  0.32
H36 -4.3153 -1.5694 7.4396  0.31